(1)
10
Properties=species:S:1:pos:R:3 method="wB97M-V/def2-TZVPD" lumo_energy_ev="-9.525 / -9.496" mol_weight_da=238.94 charge=+2 e_tot_ev=-32220.484 homo_lumo_gap_ha="0.1899 / 0.2561" spin_multiplicity=6 homo_ev="-14.69 / -16.47" relative_energy_kj_mol=333.5
O -1.02 0.40 1.01
C -1.54 1.25 1.93
Li 0.73 0.74 0.52
Ho -2.31 -1.32 0.33
H -1.92 0.77 2.84
H -1.41 2.31 1.69
C 1.57 -1.67 -2.69
C 1.51 -0.45 -2.35
C 1.88 0.15 -1.21
H 2.50 -2.17 -2.05


(2)
7
Properties=species:S:1:pos:R:3 method="wB97M-V/def2-TZVPD" lumo_energy_ev="3.724 / 3.619" mol_weight_da=253.11 charge=-1 e_tot_ev=-9438.371 homo_lumo_gap_ha="0.2127 / 0.2674" spin_multiplicity=4 homo_ev="-2.06 / -3.66"
H -1.91 0.77 -0.20
C -1.20 -0.09 -0.13
C -0.63 -1.10 -0.59
H -0.53 -1.71 -1.48
O 0.59 1.19 0.56
O 1.53 0.87 1.67
Pt 2.16 0.06 0.17


(3)
78
Properties=species:S:1:pos:R:3 method="wB97M-V/def2-TZVPD" lumo_energy_ev=-3.625 mol_weight_da=560.74 charge=+1 e_tot_ev=-57280.128 homo_lumo_gap_ha=0.2001 homo_ev=-9.07 relative_energy_kj_mol=261.6
C 7.60 2.18 0.31
O 7.15 0.82 0.55
C 5.82 0.54 0.55
C 5.41 -0.81 0.75
C 4.08 -1.19 0.69
C 3.03 -0.26 0.39
C 1.58 -0.45 0.42
C 0.74 0.67 0.65
C -0.63 0.47 0.83
N -1.52 1.49 0.98
C -2.95 1.24 1.18
C -3.56 0.35 0.09
C -5.04 0.14 0.27
C -5.93 0.46 -0.77
C -7.30 0.36 -0.57
C -7.80 -0.11 0.65
C -6.92 -0.49 1.67
C -5.54 -0.38 1.47
C -3.52 2.66 1.18
O -4.69 2.98 1.36
N -2.49 3.52 0.94
C -2.69 4.94 0.88
C -1.16 2.91 0.87
C -0.32 3.43 2.05
C -0.51 3.24 -0.48
C 3.48 1.07 0.17
C 4.79 1.50 0.32
H 8.69 2.08 0.27
H 7.23 2.58 -0.65
H 7.32 2.85 1.13
H 6.22 -1.53 0.94
H 3.89 -2.22 0.95
H 0.75 -1.35 1.06
H 1.17 1.67 0.87
H -1.06 -0.53 0.93
H -3.12 0.78 2.17
H -3.37 0.83 -0.89
H -3.03 -0.62 0.10
H -5.51 0.82 -1.72
H -7.99 0.65 -1.37
H -8.88 -0.18 0.82
H -7.29 -0.87 2.62
H -4.83 -0.66 2.26
H -3.76 5.15 0.97
H -2.15 5.44 1.69
H -2.32 5.34 -0.07
H -0.93 3.44 2.96
H 0.56 2.81 2.24
H 0.02 4.45 1.82
H -1.23 3.01 -1.29
H -0.24 4.30 -0.51
H 0.39 2.64 -0.65
H 2.77 1.86 -0.05
H 5.05 2.57 0.24
C -0.04 -4.76 -0.20
S -0.25 -3.14 0.56
C 0.13 -3.56 2.28
C 1.40 -2.17 0.17
C 1.63 -2.34 -1.31
C 2.94 -2.60 -1.79
C 3.23 -2.78 -3.14
C 2.19 -2.70 -4.08
N 2.49 -2.65 -5.47
O 1.56 -2.59 -6.31
O 3.70 -2.66 -5.80
C 0.86 -2.61 -3.63
C 0.59 -2.39 -2.27
H -0.16 -4.69 -1.28
H 0.90 -5.23 0.09
H -0.90 -5.30 0.22
H 0.33 -2.66 2.87
H -0.81 -4.02 2.62
H 0.96 -4.27 2.33
H 2.20 -2.64 0.78
H 3.75 -2.77 -1.08
H 4.25 -2.96 -3.49
H 0.06 -2.71 -4.37
H -0.47 -2.37 -1.97


(4)
17
Properties=species:S:1:pos:R:3 method="wB97M-V/def2-TZVPD" lumo_energy_ev=1.132 mol_weight_da=94.16 e_tot_ev=-7419.104 homo_lumo_gap_ha=0.3845 homo_ev=-9.33 relative_energy_kj_mol=186.2 smiles="C=CC1CC(=C)C1"
C 2.37 -1.10 0.02
C 1.33 -0.28 0.03
C -2.39 -0.59 0.16
C -1.78 0.48 -0.33
C -0.41 0.99 0.03
C 0.39 0.21 1.12
C 0.64 0.54 -1.04
H 2.73 -1.58 0.93
H 2.92 -1.30 -0.90
H 1.27 1.35 -1.44
H -1.96 -1.18 0.97
H -3.34 -0.93 -0.23
H -2.25 1.03 -1.15
H -0.43 2.07 0.19
H -0.17 -0.55 1.67
H 0.87 0.86 1.85
H 0.21 -0.02 -1.87


(5)
37
Properties=species:S:1:pos:R:3 method="wB97M-V/def2-TZVPD" lumo_energy_ev=-2.909 mol_weight_da=330.24 charge=+1 e_tot_ev=-46928.032 homo_lumo_gap_ha=0.3035 homo_ev=-11.17 relative_energy_kj_mol=0.0 smiles="Clc1ccc(/C=C/[C@H](c2ccc(Cl)cc2)n2cc[nH+]c2)cc1"
Cl -6.00 2.35 -1.18
C -4.56 1.49 -0.83
C -4.59 0.09 -0.70
C -3.39 -0.61 -0.50
C -2.17 0.07 -0.38
C -0.88 -0.74 -0.17
C 0.41 0.07 -0.22
C 1.65 -0.40 -0.39
C 2.86 0.38 -0.64
C 4.06 -0.35 -0.78
C 5.29 0.26 -1.00
C 5.36 1.66 -1.11
Cl 6.87 2.41 -1.35
C 4.18 2.42 -1.00
C 2.95 1.80 -0.77
C -2.17 1.46 -0.51
C -3.34 2.16 -0.79
H -5.54 -0.44 -0.76
H -3.42 -1.70 -0.41
H -0.86 -1.47 -1.01
H 0.25 1.14 -0.32
H 1.81 -1.49 -0.38
H 4.01 -1.44 -0.74
H 6.20 -0.33 -1.07
H 4.26 3.50 -1.09
H 2.05 2.41 -0.72
H -1.24 2.02 -0.37
H -3.29 3.23 -0.96
N -0.98 -1.51 1.06
C -0.61 -1.13 2.27
N -0.94 -2.08 3.16
C -1.62 -3.09 2.49
C -1.69 -2.71 1.20
H -0.08 -0.21 2.51
H -0.70 -2.09 4.15
H -1.98 -3.99 2.96
H -2.17 -3.18 0.35


(6)
55
Properties=species:S:1:pos:R:3 method="wB97M-V/def2-TZVPD" lumo_energy_ev=1.672 mol_weight_da=569.27 charge=-1 e_tot_ev=-194017.223 homo_lumo_gap_ha=0.2066 homo_ev=-3.95
C -4.13 -0.08 1.49
C -3.74 0.77 0.21
S -1.95 0.61 -0.31
C -2.03 -0.34 -1.90
Ga -1.19 0.69 -3.51
Br 1.22 0.59 -3.26
C -1.65 -0.50 -5.18
C -1.25 0.18 -6.56
C -1.20 -0.96 -7.65
F -0.63 -0.67 -8.94
C -1.74 -2.27 -7.50
F -1.13 -3.27 -6.73
F -2.93 -2.63 -8.14
H -4.56 -1.12 1.25
H -3.26 -0.18 2.21
H -4.98 0.47 2.03
H -3.88 1.86 0.47
H -4.46 0.53 -0.65
H -3.11 -0.53 -2.21
H -1.51 -1.35 -1.86
H -1.79 2.17 -3.67
H -2.77 -0.71 -5.08
H -1.14 -1.49 -4.97
H -2.08 0.92 -6.84
H -0.29 0.78 -6.47
C 2.53 -0.62 0.36
S 2.09 -2.11 -0.56
O 0.72 -1.90 -1.11
C 1.92 -3.18 0.89
H 2.64 0.20 -0.35
H 1.74 -0.37 1.08
H 3.47 -0.78 0.89
H 1.17 -2.78 1.57
H 2.88 -3.26 1.39
H 1.61 -4.17 0.54
C 3.91 0.74 3.90
S 4.85 -0.67 3.28
O 3.99 -1.88 3.45
C 6.08 -0.68 4.60
H 3.06 0.91 3.24
H 3.56 0.54 4.91
H 4.55 1.63 3.90
H 5.58 -0.80 5.57
H 6.64 0.25 4.58
H 6.75 -1.52 4.44
C -0.88 3.97 3.60
S -1.39 2.49 2.69
O -2.77 2.74 2.19
C -1.53 1.42 4.14
H -0.76 4.79 2.89
H -1.63 4.23 4.34
H 0.08 3.78 4.09
H -2.25 1.85 4.85
H -0.55 1.32 4.61
H -1.88 0.44 3.81